50
Properties=species:S:1:pos:R:3:forces:R:3 method="wB97M-V/def2-TZVPD" gap_ev="5.161 / 5.166" de_lowest_kj_mol=38.4 charge=+3 homo_energy_ev="-15.872 / -15.872"
Pt -0.01599 0.19759 0.23229 -0.41 -0.41 1.23
Br 6.89891 2.38510 0.22199 -0.72 -0.33 0.21
N -4.56874 3.18613 -2.13683 -0.30 0.09 -0.09
N -0.76914 2.49189 0.18886 0.64 -0.45 0.16
N -0.99175 -1.01623 1.93582 0.95 0.21 -1.23
N 1.50590 0.05329 1.72687 -2.22 0.00 -0.28
N -1.31504 -0.00615 -1.57191 0.49 -0.43 1.52
C -0.61031 -1.49890 4.24910 0.22 0.19 -0.54
C -0.39173 2.20264 -2.25290 -0.14 -0.02 0.17
C -1.87318 -2.06072 4.34709 -0.19 -0.02 -0.25
C -0.18058 -1.00817 3.01253 -0.49 -0.29 0.72
C -2.65913 -2.13684 3.20615 0.25 0.19 0.12
C 4.25349 1.39767 -0.25957 0.35 0.15 0.15
C -2.79025 1.62545 -2.80886 0.02 -0.19 0.19
C 2.77508 0.54443 1.45691 1.28 0.77 -0.75
C 4.97514 1.31660 2.05802 0.07 0.04 -0.35
C -1.37214 1.07454 -2.59039 0.22 0.75 -0.33
C -2.26522 3.68230 -1.43688 0.07 -0.14 0.21
C 3.76015 0.78066 2.42667 -0.48 -0.09 -0.17
C 5.22470 1.62873 0.71943 0.41 0.21 -0.19
C -2.18412 -1.58024 2.02119 -0.45 -0.23 0.11
C -0.85911 3.14687 -1.13454 0.16 0.02 -0.53
C -3.27210 2.56285 -1.69940 0.71 -0.19 -0.05
C 3.04701 0.85635 0.11563 -0.37 -0.21 0.45
C 1.16320 -0.51454 2.82934 0.06 0.06 -0.19
H 5.72739 1.50712 2.80656 0.09 0.01 0.05
H -0.86866 -0.83016 -1.98123 -0.21 0.07 0.00
H 2.27855 0.63038 -0.63009 0.21 0.05 -0.06
H 1.86719 -0.69301 3.63597 0.16 0.12 -0.14
H -1.65071 2.50851 0.69523 0.14 -0.06 0.02
H -4.94828 3.81597 -1.41719 -0.02 -0.09 -0.15
H -2.76892 2.18265 -3.74788 0.00 -0.03 -0.10
H -0.09253 2.97716 0.77265 -0.11 0.03 0.01
H 3.57724 0.57625 3.46927 0.00 0.00 0.15
H -4.42281 3.74743 -2.99211 -0.11 -0.13 0.25
H 0.56633 1.76571 -1.95656 0.09 0.10 -0.14
H -1.05578 0.64115 -3.54601 -0.09 -0.01 0.21
H -0.21996 2.79143 -3.15387 0.07 -0.01 -0.07
H -3.46805 1.99687 -0.78142 -0.24 0.15 -0.10
H -2.25004 -0.29856 -1.29700 0.07 -0.11 -0.08
H 0.03691 -1.44286 5.11101 0.11 -0.01 0.03
H 4.45412 1.64843 -1.28957 0.06 -0.04 -0.07
H -0.17191 4.00069 -1.13501 -0.19 -0.11 0.03
H -2.18858 4.31041 -2.32581 -0.01 0.10 -0.06
H -2.23165 -2.44537 5.29056 0.00 -0.06 0.04
H -3.62197 -2.61888 3.23211 -0.14 -0.02 -0.06
H -2.78375 -1.62441 1.12114 0.03 0.03 0.00
H -2.59559 4.31086 -0.60908 -0.06 0.13 0.00
H -5.28695 2.48053 -2.35383 0.09 0.18 0.06
H -3.48107 0.78826 -2.93516 -0.10 0.03 -0.12

***

47
Properties=species:S:1:pos:R:3:forces:R:3 method="wB97M-V/def2-TZVPD" gap_ev=7.329 de_lowest_kj_mol=155.6 charge=+2 homo_energy_ev=-14.948
Hf 0.13820 0.36534 -0.72679 -0.45 -0.27 3.73
Cl 0.16565 0.54261 -3.10476 -0.14 1.64 -4.12
N 0.93232 2.48878 3.07170 -0.47 -1.59 0.06
N 0.42468 1.00421 1.54838 0.32 1.19 0.41
C 0.29052 0.40636 2.83661 0.36 0.98 -0.32
C -2.11201 0.88359 -1.30194 -1.13 -0.69 0.97
C 0.23394 0.68425 -5.47450 0.13 0.68 -4.14
C 1.10202 3.40007 0.85145 0.01 -0.05 -0.27
C 1.65943 -1.12760 0.62275 0.51 -0.66 -1.17
C -1.68868 -1.04037 -0.06961 -1.92 0.41 -0.10
C 0.79288 -1.87676 -0.21630 1.80 -0.73 -0.13
C -1.91226 0.02328 0.84033 -0.79 -0.24 -1.07
C -1.87390 -0.54227 -1.40652 -1.08 0.27 0.62
C -2.17027 1.20967 0.09288 -0.12 -0.73 -0.65
C -0.83342 1.62934 -5.94780 -0.94 0.73 1.19
C 2.12769 -0.54647 -1.57091 1.00 -1.46 1.22
C 0.80488 2.26020 1.75459 -0.09 -0.62 1.13
C 1.56640 1.20937 -5.92956 1.12 0.37 1.22
C 0.01311 -0.61911 -6.18227 -0.27 -1.54 1.02
C 0.61458 1.32313 3.78138 0.32 1.17 -0.48
C 1.10761 -1.57459 -1.57990 1.20 -0.34 0.60
C 2.48161 -0.29909 -0.20203 -0.21 -0.96 -0.64
H -0.02094 -0.60127 3.04135 -0.01 -0.12 -0.41
H 2.13364 3.71869 1.07511 -0.31 -0.03 -0.50
H 1.21089 3.36398 3.43350 0.27 0.78 0.69
H 2.58920 -0.10467 -2.44542 0.01 -0.14 0.30
H 0.83745 -2.17395 -2.45018 -0.38 0.58 0.33
H 1.80962 2.21840 -5.55936 -0.09 -0.45 -0.10
H -2.48734 2.14922 0.53707 0.42 -0.01 -0.24
H -2.10082 -1.14962 -2.28572 0.68 0.28 0.30
H 1.41842 1.28022 -7.02607 0.27 0.06 0.64
H 0.80269 -1.37271 -6.02731 -0.37 0.31 0.05
H -1.85917 1.25850 -5.79791 0.40 0.17 0.05
H 1.80586 -1.34018 1.67498 -0.30 0.55 -0.12
H -1.62233 -2.07726 0.23949 -0.17 0.38 -0.29
H 0.08237 -0.29277 -7.23865 -0.07 -0.38 0.54
H -0.64945 1.64728 -7.04010 -0.24 0.15 0.60
H -0.72686 2.66049 -5.57396 -0.07 -0.45 -0.10
H 0.68124 1.34348 4.86788 -0.17 -0.38 -0.45
H 0.43226 4.22395 1.14747 0.19 -0.19 -0.51
H 0.15818 -2.67457 0.15052 0.33 0.19 -0.31
H -0.98800 -1.05930 -6.04797 0.43 0.16 0.07
H 3.31816 0.28833 0.16296 -0.34 0.24 -0.17
H 2.40373 0.51449 -5.75981 -0.32 0.30 0.03
H 0.98698 3.16930 -0.23004 0.10 0.26 0.54
H -2.31759 1.55206 -2.13225 0.04 -0.14 0.25
H -2.07335 -0.12163 1.90512 0.55 0.30 -0.25

***

55
Properties=species:S:1:pos:R:3:forces:R:3 method="wB97M-V/def2-TZVPD" gap_ev=7.627 charge=0 homo_energy_ev=-8.234
S -2.64351 -0.86040 -3.96417 0.10 -0.29 0.16
S 4.79129 0.19447 1.73761 1.12 1.16 -0.13
F -3.37990 1.32512 -5.26292 -0.27 0.04 -0.02
F -1.99307 1.67181 -3.64515 0.08 0.02 0.06
F -1.30930 0.80655 -5.51097 0.11 -0.02 0.06
O -1.35388 -1.15450 -3.35178 0.30 -0.06 0.36
O 5.56054 -0.84923 2.30897 -0.49 -1.22 0.61
O -2.95607 -1.64130 -5.12871 0.01 -0.08 -0.22
O -3.72298 -0.65244 -3.03157 -0.08 0.13 0.24
O 5.48505 1.06091 0.84522 -0.06 0.72 -0.82
N 2.41800 0.44355 0.43863 0.81 -0.32 0.44
N 1.87879 -1.52106 -0.20990 0.18 -0.85 -0.27
C 1.48652 -0.25770 -0.18995 -1.05 0.78 -0.84
C -2.32504 0.81009 -4.63185 0.10 0.26 -0.20
C -0.53044 -1.79650 3.61131 -0.09 0.01 -0.70
C 0.07661 -3.03212 1.48672 -0.18 -0.06 -1.34
C 0.25631 0.38435 -0.73739 0.05 0.33 0.60
C 0.02167 1.70217 0.03331 0.57 -0.08 -0.35
C -1.51093 3.42719 -1.04680 1.38 -0.54 0.39
C -0.08526 -3.07844 -0.05720 0.62 0.62 0.44
C 1.18387 -2.67130 -0.80597 -0.39 -0.50 -0.08
C -2.77281 3.89024 -1.23216 0.03 1.71 -1.32
C -3.65737 2.21402 0.13385 -1.09 -0.24 0.22
C -1.31426 2.32379 -0.24180 0.86 0.05 0.00
C -2.40213 1.75525 0.35010 0.19 -1.19 0.84
C 3.08927 -1.62619 0.43486 -0.16 -1.41 -0.19
C -3.85275 3.29484 -0.68007 -1.16 -0.27 0.38
C 4.07605 1.25408 2.97937 -0.84 -0.30 -0.27
C -0.60568 -1.82235 2.08532 0.07 0.11 0.66
C 3.40788 -0.42138 0.83609 1.00 1.99 1.34
H 3.09052 0.88425 3.24182 -0.03 -0.29 0.42
H 2.46176 1.43193 0.61243 -0.40 0.18 -0.25
H -4.48974 1.71562 0.59218 -0.29 -0.12 0.14
H 0.50975 -1.75086 3.91543 0.18 -0.05 0.27
H -2.90272 4.76054 -1.85306 -0.10 0.18 -0.18
H -1.64330 -1.82415 1.76337 -0.22 0.03 -0.05
H 0.99799 -2.46485 -1.84852 -0.30 0.28 -0.33
H 0.34480 0.57203 -1.80198 -0.04 -0.18 -0.31
H -0.34336 -4.06804 -0.40233 -0.14 -0.24 -0.15
H 1.86837 -3.51149 -0.79731 0.43 0.09 0.19
H 0.84133 2.38310 -0.20128 -0.09 0.34 -0.21
H -0.86792 -2.40437 -0.34913 -0.63 0.14 -0.26
H -1.04822 -0.91905 3.97648 -0.10 0.12 0.30
H -4.85319 3.64373 -0.85354 -0.20 0.23 -0.15
H -0.99183 -2.69035 4.01229 -0.04 -0.13 0.29
H 3.92486 2.24269 2.56812 0.26 0.22 -0.26
H -0.59882 -0.25463 -0.57531 -0.22 -0.36 -0.25
H -0.65324 3.90662 -1.48648 0.09 0.20 -0.26
H -2.27185 0.90866 1.00792 0.09 -0.23 0.11
H 3.66085 -2.51506 0.59165 -0.16 -0.48 -0.14
H -0.39556 -3.93069 1.86345 0.11 -0.19 0.43
H 1.14382 -3.05523 1.69820 0.08 -0.15 0.50
H -0.18392 -0.87786 1.74059 0.15 0.04 -0.34
H 4.73329 1.30670 3.83393 0.21 -0.19 0.15
H 0.14475 1.47123 1.09048 -0.33 0.08 0.30

***

54
Properties=species:S:1:pos:R:3:forces:R:3 method="wB97M-V/def2-TZVPD" gap_ev=10.135 de_lowest_kj_mol=6.7 charge=0 homo_energy_ev=-9.718
F 4.93527 -3.32860 2.50620 -0.01 -0.01 0.01
F 3.43327 -2.59157 3.87918 0.00 -0.01 -0.01
F 3.04787 -4.37069 2.70772 0.00 0.00 0.00
O -3.27459 2.29930 2.21692 0.01 0.01 0.02
O -0.99646 1.22439 -0.30973 0.00 0.01 0.01
O 3.43567 -1.09832 1.50006 0.00 -0.01 0.00
O -0.23293 -3.76113 -0.08691 0.01 0.00 0.01
N -2.99135 0.33540 0.33638 -0.03 0.01 -0.03
N -0.86548 -1.62435 -0.45842 0.01 -0.03 0.03
N -1.90535 3.87071 2.97527 0.02 -0.01 -0.02
N 2.18539 -2.85028 0.74625 -0.01 -0.01 -0.03
C -3.05449 3.30503 3.08112 -0.02 0.00 -0.01
C -1.97725 1.23126 0.42642 0.01 -0.01 -0.01
C -4.38524 -0.76698 -1.41249 -0.03 0.00 -0.02
C 1.50757 -2.13703 -0.32270 0.01 0.01 0.02
C -2.28395 -1.92664 -0.45502 -0.02 0.03 -0.03
C 0.10204 3.55280 1.48258 0.00 0.00 0.01
C -3.19586 -0.16789 -2.10950 0.01 0.03 -0.02
C -1.26530 3.19092 1.94387 0.01 0.01 0.02
C 1.33837 -1.77368 -2.81921 0.01 -0.02 -0.01
C -3.07051 -0.66332 -0.69934 0.01 -0.02 0.04
C 2.12877 -2.44301 -1.69811 0.00 0.01 0.02
C -2.11103 2.23805 1.48332 0.00 0.00 -0.02
C 3.62236 -3.15278 2.68470 0.00 0.03 -0.03
C 3.05507 -2.24590 1.56691 0.01 0.00 0.04
C 0.07165 4.52977 0.30353 0.00 0.00 0.00
C 0.05064 -2.58477 -0.27084 -0.02 0.00 -0.03
C 1.47475 4.89826 -0.15751 0.00 0.00 0.00
C 3.58908 -2.00524 -1.73263 0.00 0.00 0.00
H -2.70137 -0.74416 -2.87935 -0.01 -0.01 0.01
H 2.07523 -3.52886 -1.82968 0.00 0.00 -0.01
H 0.63420 4.00128 2.32353 0.00 0.00 0.00
H 4.18005 -2.49164 -0.95717 0.00 0.00 0.00
H 2.04006 5.37437 0.64599 0.00 0.00 0.00
H 4.03328 -2.25307 -2.69758 0.00 0.00 0.00
H -3.17990 0.90159 -2.26030 -0.01 0.00 0.01
H -0.59176 -0.65465 -0.57668 -0.01 0.00 0.00
H 1.44559 5.58901 -1.00049 0.00 0.00 0.00
H -5.17359 -0.09497 -1.10173 0.02 0.01 0.01
H -0.48196 4.06628 -0.51641 0.00 0.00 0.00
H -3.85027 3.53819 3.76923 0.00 0.00 0.00
H -2.51346 -2.65696 -1.23517 0.01 0.00 0.00
H -2.56652 -2.38191 0.49800 0.00 0.01 0.01
H 1.83221 -1.94686 -3.77586 -0.01 0.00 0.00
H -0.47793 5.42837 0.59575 0.00 0.00 0.00
H -3.73992 0.39836 1.00739 0.01 -0.02 0.01
H 1.85960 -3.78804 0.93375 0.00 0.00 0.00
H -4.72038 -1.75198 -1.70602 0.02 -0.01 0.00
H 2.02607 4.00960 -0.47039 0.00 0.00 0.00
H 0.63308 2.64822 1.18377 0.00 0.00 0.00
H 3.67216 -0.92627 -1.58560 0.00 0.00 0.00
H 0.32101 -2.15936 -2.89231 0.00 0.00 0.00
H 1.59579 -1.06802 -0.11463 0.00 0.00 0.00
H 1.28075 -0.69225 -2.66604 0.01 0.00 0.01

***

54
Properties=species:S:1:pos:R:3:forces:R:3 method="wB97M-V/def2-TZVPD" gap_ev=10.057 de_lowest_kj_mol=79.4 charge=0 homo_energy_ev=-9.475
F 2.05313 -0.66381 -4.35466 0.00 0.00 0.00
F 3.69248 -1.78737 -3.49524 0.01 0.00 0.00
F 2.37202 -2.72361 -4.93330 0.00 -0.01 -0.01
O 0.27036 -2.39250 -3.02237 0.02 -0.09 -0.05
O -0.35889 1.90363 0.70490 0.01 0.02 -0.02
O 1.92543 -1.69507 1.43832 0.45 0.24 -0.34
O -3.58420 3.22372 1.47672 0.00 0.04 -0.02
N -2.76116 4.96680 2.57256 0.02 -0.02 0.00
N 0.36423 -0.81921 -0.01639 0.37 0.53 0.42
N 2.05990 -2.64335 -1.62946 -0.01 -0.06 -0.04
N -2.42375 1.06163 0.26989 0.04 0.01 -0.03
C -0.28137 4.55118 2.38703 0.00 -0.01 -0.01
C 1.94701 -5.43591 -0.78152 0.01 0.01 0.01
C -1.73995 0.04845 -1.93338 0.06 0.07 -0.05
C -2.96326 -0.65783 -1.42504 -0.02 -0.02 -0.01
C -1.04868 -1.04195 0.30265 -0.13 -0.28 -0.42
C 1.75990 5.74030 1.49000 0.00 0.00 0.00
C 0.31323 5.34973 1.22320 0.00 0.00 0.01
C 1.24777 -1.79652 0.44358 -0.77 -0.48 0.38
C -1.69969 4.17717 2.13901 -0.02 0.06 -0.02
C -2.21112 3.12221 1.46276 0.00 -0.04 0.00
C 1.82238 -4.29093 0.21956 0.00 0.04 -0.02
C -3.81488 4.35850 2.15880 -0.01 -0.01 0.01
C 0.89889 -4.68140 1.37017 -0.01 0.00 0.03
C 1.45652 -2.33251 -2.78913 0.06 0.08 0.05
C 1.28468 -3.03467 -0.45744 0.03 0.01 -0.05
C -1.57760 1.98678 0.77794 -0.02 -0.04 0.07
C 2.41202 -1.86711 -3.91111 -0.01 -0.01 0.00
C -1.96162 -0.09302 -0.45775 -0.05 -0.04 0.01
H 1.84102 6.35835 2.38650 0.00 0.00 0.00
H -4.84494 4.64489 2.29357 0.00 0.00 0.00
H 2.28991 -6.34133 -0.27975 0.00 0.00 0.00
H -0.94580 -0.54786 -2.36282 -0.08 0.03 0.03
H 0.25083 4.74040 0.31865 0.00 0.00 0.00
H -0.29408 6.24260 1.05325 0.00 0.00 0.00
H -1.23565 -0.93900 1.37663 0.02 0.02 0.00
H -0.24328 5.14411 3.30293 0.00 0.00 0.00
H 1.27485 -5.57266 1.87323 0.00 0.00 0.00
H 2.17837 6.30439 0.65613 0.00 0.00 0.00
H 2.80790 -4.05340 0.63211 0.00 -0.01 0.01
H -1.86582 1.03588 -2.35483 -0.02 0.01 0.02
H -3.91756 -0.15411 -1.51492 0.01 0.03 0.02
H -3.01428 -1.73330 -1.52491 0.03 0.00 0.01
H -3.41133 1.17670 0.42467 0.00 0.00 0.01
H 0.61986 0.08699 0.37236 0.00 0.01 -0.01
H 0.30731 3.64497 2.53422 0.00 0.01 0.00
H 3.04841 -2.47604 -1.52833 0.01 -0.02 -0.02
H 0.81903 -3.88743 2.11149 0.00 -0.01 0.00
H -0.10253 -4.91283 0.99528 0.00 0.00 -0.01
H 0.27891 -3.21831 -0.84037 -0.02 -0.03 0.04
H -1.30469 -2.06751 0.02697 0.00 0.00 0.00
H 2.37906 4.85368 1.63886 0.00 0.00 0.00
H 0.97899 -5.65427 -1.24031 0.00 0.00 0.00
H 2.65177 -5.20823 -1.58094 0.00 -0.01 -0.01

***

61
Properties=species:S:1:pos:R:3:forces:R:3 method="wB97M-V/def2-TZVPD" gap_ev="6.098 / 6.254" de_lowest_kj_mol=50.0 spin_multiplicity=5 charge=-1 homo_energy_ev="-3.610 / -4.935"
Ir 0.07324 0.18612 -0.29942 -0.09 0.55 0.00
Se -0.23469 0.29816 2.13787 -0.11 -0.06 0.03
Se 1.81491 -1.39590 -0.27213 0.36 -0.35 -0.08
S -1.38161 -2.23340 -1.98377 -0.05 0.05 -0.12
F 5.35648 0.88043 -2.22445 -0.01 0.01 0.01
F 4.96109 3.60134 1.59755 0.00 -0.01 -0.02
F -3.58054 -3.59029 -2.58266 0.01 -0.02 0.04
F 2.69937 0.80453 -2.45978 0.00 0.02 0.01
F 2.31891 3.50303 1.43337 0.01 -0.03 -0.01
F -2.79276 -2.40972 -4.21394 0.03 -0.03 0.01
F -3.85375 -1.45013 -2.59448 -0.02 0.04 -0.01
O -0.75033 -3.51222 -2.14592 0.04 -0.06 -0.02
O -1.78808 -1.89167 -0.62544 -0.25 -0.18 0.28
O -1.59969 -2.57889 2.32956 -0.03 -0.01 -0.06
O 2.03177 -4.61099 2.86624 0.00 -0.02 0.03
O -0.76599 -1.10070 -2.64543 -0.02 0.10 -0.24
N 1.02236 2.02148 -0.67472 0.09 0.21 0.02
N -1.82855 1.82886 -0.82722 0.05 0.05 -0.06
C -3.47224 0.76417 0.75178 0.01 -0.01 0.05
C -2.98692 -2.43183 -2.88929 0.04 -0.06 0.05
C 4.60315 1.53000 -1.31651 0.01 0.00 -0.02
C 0.19842 3.15145 -0.27611 -0.07 -0.01 0.04
C 1.04511 -1.03436 2.78893 -0.01 -0.07 -0.05
C -2.63032 1.98029 0.40254 0.01 0.05 0.00
C 3.23254 1.48637 -1.43733 0.04 -0.01 0.05
C -2.74290 1.51444 -1.94387 -0.03 -0.03 0.03
C 5.22814 2.24027 -0.30690 -0.03 -0.02 0.01
C 2.04619 -3.20737 3.11603 -0.01 0.03 0.02
C 0.89877 -2.50816 2.36877 0.11 0.01 -0.02
C 2.37910 2.14350 -0.52888 -0.07 -0.08 -0.01
C -2.13683 1.59116 -3.33532 -0.03 -0.02 -0.03
C 1.07217 -2.80458 0.85714 -0.10 -0.06 0.09
C -1.08605 3.07189 -1.08061 0.01 0.01 -0.05
C 4.41009 2.90307 0.58303 -0.01 0.02 0.00
C 3.03256 2.86047 0.48692 0.06 0.03 0.00
C -0.41799 -3.14212 2.84881 0.01 -0.07 0.01
H 0.69080 4.10297 -0.50977 0.00 -0.02 -0.01
H -1.55618 -2.50789 1.36251 0.00 0.02 0.06
H 0.12174 -3.06347 0.39376 0.02 0.06 -0.01
H -2.89564 -0.15397 0.65188 0.01 -0.01 -0.01
H -2.78765 1.05265 -4.02612 0.01 -0.02 0.01
H 2.03566 -0.68031 2.49795 -0.02 0.02 -0.01
H 1.71502 -3.67430 0.73643 -0.01 -0.01 0.01
H -3.11264 0.50953 -1.76642 0.01 0.01 -0.02
H -3.79709 0.83711 1.79040 -0.01 0.02 0.00
H -0.48806 -3.03252 3.93655 0.02 0.03 0.00
H -1.73138 3.94519 -0.89781 0.02 0.00 0.05
H 2.99443 -2.77023 2.77982 0.00 0.00 0.00
H -1.94713 2.21029 1.22047 0.01 -0.03 0.01
H -0.36928 -4.21623 2.63479 0.00 0.01 -0.01
H 1.94129 -3.02004 4.19199 0.00 0.02 -0.01
H 6.30324 2.26619 -0.21736 0.00 0.01 0.00
H -0.00407 3.15344 0.80275 -0.03 0.00 -0.01
H -3.61135 2.19349 -1.88653 0.01 0.00 -0.01
H 2.78649 -5.00250 3.31341 0.00 0.01 -0.03
H -4.36149 0.68973 0.12490 0.01 -0.01 -0.02
H -0.79044 3.08400 -2.12635 -0.01 0.02 0.01
H -3.28192 2.86181 0.27880 0.00 -0.01 0.01
H -1.15932 1.11551 -3.36905 0.03 -0.03 0.01
H 0.98274 -0.97538 3.87763 -0.04 -0.03 0.00
H -2.05298 2.61622 -3.69900 0.00 0.00 0.01